{"formula": "C10H24", "method": "ωB97M-V/def2-TZVPD", "total_energy_ha": -395.40342, "largest_force_ha_per_bohr": 0.0559, "e_above_lowest_kj_mol": 43.0, "total_charge": 0, "homo_ev": -10.7, "species": ["C", "C", "C", "C", "C", "H", "H", "H", "H", "H", "H", "H", "H", "H", "H", "H", "H", "C", "C", "C", "C", "C", "H", "H", "H", "H", "H", "H", "H", "H", "H", "H", "H", "H"], "positions_angstrom": [[0.00, 0.00, 0.00], [1.18, -0.84, 0.59], [1.25, -2.14, -0.20], [2.49, -0.08, 0.39], [0.97, -1.10, 2.10], [0.12, 0.98, 0.48], [-0.99, -0.41, 0.28], [0.03, 0.14, -1.09], [1.02, -1.97, -1.26], [0.50, -2.83, 0.23], [2.24, -2.61, -0.12], [2.47, 0.89, 0.92], [2.68, 0.12, -0.68], [3.33, -0.67, 0.79], [-0.08, -1.33, 2.33], [1.26, -0.18, 2.65], [1.60, -1.93, 2.45], [2.95, -0.23, 7.55], [4.00, -0.17, 6.39], [4.99, 0.93, 6.66], [4.68, -1.58, 6.45], [3.21, 0.04, 5.04], [2.39, 0.72, 7.54], [3.46, -0.32, 8.53], [2.24, -1.06, 7.45], [5.76, 1.00, 5.87], [5.49, 0.76, 7.62], [4.44, 1.88, 6.70], [4.00, -2.45, 6.55], [5.41, -1.61, 7.28], [5.23, -1.67, 5.49], [3.90, 0.37, 4.25], [2.52, 0.87, 5.27], [2.62, -0.82, 4.67]]}